12
Properties=species:S:1:pos:R:3 method="wB97M-V/def2-TZVPD" e_lumo_ev="-3.7563 / -2.9113" e_tot_ha=-340.2793 multiplicity=1 homo_lumo_gap_ha="0.210 / 0.316" total_charge=0 relative_energy_kj_mol=631.1
C -1.37803 -1.41168 0.18477
C -2.16335 1.41626 -0.21434
C 0.92716 -0.06939 0.24589
C 1.70259 0.41323 1.20397
C 0.71390 -0.34081 -1.19374
C -0.25904 -0.70708 -0.12386
N -2.31288 -2.04372 0.44352
N -3.02502 2.16547 -0.21220
H 1.40272 0.39083 2.23748
H 2.65872 0.85190 0.97169
H 0.46987 0.47463 -1.86312
H 1.26337 -1.13965 -1.68005

=====

12
Properties=species:S:1:pos:R:3 method="wB97M-V/def2-TZVPD" e_lumo_ev=0.0133 smiles=C#Cc1cncnc1 e_tot_ha=-340.3941 multiplicity=1 homo_lumo_gap_ha=0.336 total_charge=0 relative_energy_kj_mol=329.8
C -3.11344 0.01931 0.25692
C -1.85991 0.17442 -0.12709
C -0.42086 0.06364 -0.15436
C 0.43570 1.21246 -0.29479
C 2.27466 -0.11073 0.21618
C 0.24653 -1.11568 -0.17540
H -4.16473 -0.20661 0.33383
H 0.14796 2.22688 -0.48174
H 3.30973 -0.27835 0.79347
H -0.14316 -2.11988 -0.32911
N 1.68409 1.16932 0.10408
N 1.60343 -1.03480 -0.14198

=====

14
Properties=species:S:1:pos:R:3 method="wB97M-V/def2-TZVPD" e_lumo_ev=0.3289 e_tot_ha=-1136.8265 multiplicity=1 homo_lumo_gap_ha=0.344 total_charge=0 relative_energy_kj_mol=254.4
C 2.11598 -0.36774 1.06679
C 1.49686 0.01139 2.20969
C -0.02203 0.03849 0.37698
C 1.13690 -0.35789 -0.01213
C -1.23927 0.12283 -0.61692
C -1.15989 0.56949 -1.94851
H 3.35528 -0.71529 1.09094
H 1.99347 -0.08852 3.30423
H 1.40660 -0.68712 -1.14300
H -0.25204 0.94128 -2.57491
N -3.38652 -0.09999 -1.05881
N -2.49327 -0.20866 -0.20865
S -0.21281 0.31849 2.01314
S -2.73924 0.52324 -2.49884

=====

15
Properties=species:S:1:pos:R:3 method="wB97M-V/def2-TZVPD" e_lumo_ev=-1.0434 smiles="CSN(C#N)C=C(C#N)C#N" e_tot_ha=-848.1115 multiplicity=1 homo_lumo_gap_ha=0.335 total_charge=0 relative_energy_kj_mol=324.5
C 1.50076 -3.56990 2.53328
C 1.99002 -1.65063 3.70684
C 0.89641 0.73232 2.48486
C 0.22097 -1.65452 1.99347
C 1.19496 -2.20571 2.65121
C -0.25385 0.35232 -0.73688
N 1.74685 -4.67660 2.40298
N 2.51574 -1.39233 4.68644
N 1.60716 1.54119 2.84457
N 0.11047 -0.08595 1.83824
S -1.17135 0.50212 0.87851
H -0.47909 -2.07546 1.31788
H -0.09472 -0.78022 -0.67320
H 0.74288 0.82976 -0.57500
H -0.82868 0.97547 -1.38001

=====

18
Properties=species:S:1:pos:R:3 method="wB97M-V/def2-TZVPD" e_lumo_ev="-5.8312 / -6.1912" e_tot_ha=-1588.9329 multiplicity=2 homo_lumo_gap_ha="0.219 / 0.208" total_charge=+1
Tc -0.55009 0.19121 0.46563
Te -2.08419 -1.78776 0.60053
Te -4.66236 -1.15419 0.87928
Te -4.64110 1.46976 1.03170
Te -2.09754 2.09985 0.48502
O 2.92751 2.20062 -0.07271
C 1.96255 1.61018 0.31503
O 0.89776 1.28838 -0.39402
C 1.85277 1.15096 1.75425
C 2.82205 1.40965 2.69606
C 2.63894 0.93214 3.98506
C 1.49503 0.20404 4.28522
C 0.56400 -0.02381 3.29516
N 0.74075 0.44920 2.04956
H 3.69324 1.97462 2.39484
H 3.38136 1.12073 4.74922
H 1.32304 -0.18955 5.27663
H -0.34116 -0.58581 3.47339

=====

11
Properties=species:S:1:pos:R:3 method="wB97M-V/def2-TZVPD" e_lumo_ev=-0.0806 smiles="C#CC(=O)C#CC" e_tot_ha=-306.1103 multiplicity=1 homo_lumo_gap_ha=0.370 total_charge=0 relative_energy_kj_mol=265.7
C 1.23517 -1.72378 -1.54293
C 0.39503 -0.94761 -0.64830
C -0.23092 -0.32079 0.16695
C -0.82809 0.39913 1.25918
O -1.61699 -0.08350 2.04186
C -0.53655 1.82391 1.33313
C -1.07985 2.89979 1.31022
H 0.64044 -2.37337 -2.18972
H 1.88958 -2.34957 -0.92803
H 1.85475 -1.06608 -2.15774
H -1.72257 3.74188 1.35539

=====

11
Properties=species:S:1:pos:R:3 method="wB97M-V/def2-TZVPD" e_lumo_ev=0.9739 smiles=C#Cc1ccco1 e_tot_ha=-306.1699 multiplicity=1 homo_lumo_gap_ha=0.351 total_charge=0 relative_energy_kj_mol=109.2
C 2.96827 -0.10883 0.01810
C 1.80308 0.07235 0.25369
C 0.39526 0.05807 0.26004
C -0.55835 1.02475 0.21580
C -1.78013 0.35203 -0.08702
C -1.46521 -0.96435 -0.20419
O -0.15105 -1.16549 0.00692
H 3.78449 -0.38276 -0.59409
H -0.38091 2.08268 0.34897
H -2.75572 0.79523 -0.21335
H -2.03103 -1.85382 -0.43558

=====

11
Properties=species:S:1:pos:R:3 method="wB97M-V/def2-TZVPD" e_lumo_ev=0.3721 e_tot_ha=-306.0533 multiplicity=1 homo_lumo_gap_ha=0.327 total_charge=0 relative_energy_kj_mol=415.4
C 2.30562 0.48555 -0.22177
C 1.19725 0.45842 0.27314
C 0.05883 -0.17469 1.39274
C -0.33993 0.82164 0.39943
C -1.20828 0.16978 -0.59257
C -1.23964 -1.11247 -0.21053
O -0.47412 -1.34874 0.89513
H 3.30807 0.47253 -0.59225
H -0.38755 1.88002 0.64152
H -1.70977 0.62392 -1.43505
H -1.74636 -1.97764 -0.61951

=====

11
Properties=species:S:1:pos:R:3 method="wB97M-V/def2-TZVPD" e_lumo_ev="1.0546 / 1.0277" smiles=C#Cc1ccco1 e_tot_ha=-306.1703 multiplicity=1 homo_lumo_gap_ha="0.352 / 0.351" total_charge=0 relative_energy_kj_mol=108.4
C 2.92035 0.02988 -0.04745
C 1.79398 0.10284 0.37362
C 0.37834 0.04549 0.47357
C -0.57850 0.99264 0.26016
C -1.74861 0.28425 -0.14955
C -1.42068 -1.03305 -0.11118
O -0.14308 -1.20077 0.28105
H 3.85901 -0.04625 -0.54606
H -0.43438 2.06280 0.31943
H -2.67947 0.70573 -0.49964
H -1.94696 -1.94356 -0.35395

=====

11
Properties=species:S:1:pos:R:3 method="wB97M-V/def2-TZVPD" e_lumo_ev=0.7587 smiles=C#CC#C[C@H]1CO1 e_tot_ha=-306.0885 multiplicity=1 homo_lumo_gap_ha=0.374 total_charge=0 relative_energy_kj_mol=323.1
C -0.88930 3.41247 -1.09894
C -0.77575 2.25722 -0.77374
C -0.62609 0.93702 -0.40408
C -0.46308 -0.21420 -0.07473
C 0.03756 -1.56468 0.06990
C 1.32699 -1.71924 0.76007
O 0.12859 -2.22388 1.32199
H -0.99662 4.43738 -1.37423
H -0.24130 -2.23711 -0.74217
H 1.73687 -0.87812 1.31920
H 2.06067 -2.41184 0.35567

=====

11
Properties=species:S:1:pos:R:3 method="wB97M-V/def2-TZVPD" e_lumo_ev=-0.1132 smiles="C#CC(=O)C=C=C" e_tot_ha=-306.0859 multiplicity=1 homo_lumo_gap_ha=0.349 total_charge=0 relative_energy_kj_mol=329.9
C -1.61541 0.86582 2.41896
C -0.98746 0.47289 1.47123
C -0.11720 0.14591 0.36802
C -0.35153 -1.04701 -0.49288
C 0.64459 -1.12770 -1.36868
C 1.51234 -0.17561 -1.65577
O 0.83211 0.90106 0.18419
H -2.16784 1.22027 3.25870
H -1.22887 -1.67284 -0.39053
H 1.02617 0.49807 -2.34846
H 2.55541 -0.00829 -1.42014

=====

11
Properties=species:S:1:pos:R:3 method="wB97M-V/def2-TZVPD" e_lumo_ev=0.1138 e_tot_ha=-306.1029 multiplicity=1 homo_lumo_gap_ha=0.319 total_charge=0 relative_energy_kj_mol=285.3
C 2.19450 -0.13528 0.09471
C 2.01891 -0.24438 -1.16635
C 0.63338 -0.10373 -0.37080
C -0.18445 0.97018 -0.07426
C -1.47448 0.46510 0.21895
C -1.38150 -0.88587 0.04679
O -0.14248 -1.25513 -0.29692
H 2.62982 -0.04063 1.07943
H 0.14197 2.00146 -0.06928
H -2.34872 1.01571 0.53927
H -2.10828 -1.68335 0.14979

=====

11
Properties=species:S:1:pos:R:3 method="wB97M-V/def2-TZVPD" e_lumo_ev=0.0783 smiles="C=C=C=C=C1CO1" e_tot_ha=-306.0444 multiplicity=1 homo_lumo_gap_ha=0.311 total_charge=0 relative_energy_kj_mol=438.9
C 2.85264 0.61153 -0.47650
C 2.08422 -0.25022 0.14720
C 0.98147 -0.74467 0.55681
C -0.27012 -0.92472 0.78509
C -1.42998 -0.42635 0.44131
C -2.44822 -0.11532 -0.52258
O -2.45419 0.32051 0.88272
H 3.91788 0.52070 -0.64115
H 2.34504 1.49626 -0.86740
H -3.22504 -0.83086 -0.77754
H -2.24526 0.68131 -1.24186

=====

11
Properties=species:S:1:pos:R:3 method="wB97M-V/def2-TZVPD" e_lumo_ev=-0.1213 smiles="C#CC(=O)C#CC" e_tot_ha=-306.1015 multiplicity=1 homo_lumo_gap_ha=0.366 total_charge=0 relative_energy_kj_mol=288.8
C 2.47112 -0.51869 -0.69705
C 1.03608 -0.34988 -0.63713
C -0.15463 -0.21548 -0.56333
C -1.51145 -0.03685 -0.15658
O -2.48993 -0.28270 -0.82783
C -1.71828 0.52698 1.17485
C -2.59597 1.09451 1.77287
H 2.85059 -0.14550 -1.65012
H 2.71037 -1.58119 -0.60312
H 2.94046 0.02730 0.12576
H -3.53838 1.48149 2.06169

=====

14
Properties=species:S:1:pos:R:3 method="wB97M-V/def2-TZVPD" e_lumo_ev=-0.5041 smiles="O=C(O)C(=O)c1ccco1" e_tot_ha=-531.8833 multiplicity=1 homo_lumo_gap_ha=0.324 total_charge=0 relative_energy_kj_mol=317.6
C -2.00936 -0.23000 0.22227
C -1.14893 0.90577 0.01871
C 0.18190 0.40746 0.12173
C 1.35356 1.11142 0.42251
C 2.37404 0.08668 0.01300
C 1.71982 -1.15569 -0.27413
H -3.63912 -1.13664 -0.40447
H 1.70385 2.24658 0.29368
H 3.53998 0.32268 0.03426
H 1.87132 -2.22719 -0.71670
O -3.00025 -0.34848 -0.75853
O -1.91731 -1.05582 1.21658
O -1.43518 2.01236 -0.02521
O 0.40569 -0.93912 -0.16369